A 10-piece molecular cluster, C81H178N10O13 overall. Source: the Open Molecules 2025 dataset; level of theory: ωB97M-V with the def2-TZVPD basis set.

The value obtained for the energy relative to the best compared isomer or geometry (same formula, charge and spin) is 1.994 eV. The calculation puts the HOMO-LUMO gap at 8.110 eV. The calculation puts the HOMO energy at -7.7 eV. The total energy is -4718.064686 hartree.

Atoms and positions in Å:
C (7.48958, 1.52707, -2.16751)
C (7.96748, 0.26986, -1.31601)
C (6.75709, -0.67777, -1.05137)
C (6.19102, -1.38537, -2.31303)
C (7.30900, -2.22435, -3.01432)
C (8.60197, -1.41906, -3.20926)
N (8.95757, -0.54500, -2.08301)
O (10.19873, 0.17307, -2.27013)
C (9.71214, -2.59984, -3.35428)
C (8.50460, -0.57851, -4.49488)
C (8.58550, 0.65694, 0.05654)
H (6.77175, 2.12343, -1.60434)
H (6.95258, 1.15416, -3.03968)
H (8.37217, 2.03756, -2.55291)
H (7.04258, -1.40762, -0.29380)
H (5.94442, -0.12103, -0.58479)
H (5.86427, -0.63800, -3.03605)
H (5.22941, -1.85799, -2.11296)
H (6.80293, -2.54410, -3.92523)
H (7.51877, -3.14732, -2.47375)
H (10.72370, -2.21558, -3.48543)
H (9.76887, -3.15640, -2.41881)
H (9.41160, -3.35513, -4.08044)
H (8.79733, -1.18207, -5.35402)
H (7.51398, -0.17312, -4.70088)
H (9.19311, 0.26135, -4.58805)
H (8.79229, -0.24562, 0.63163)
H (7.93572, 1.29186, 0.65883)
H (9.49694, 1.17891, -0.23486)
H (10.75173, -0.23601, -1.60048)
C (0.49243, -2.73220, 1.31770)
C (0.49540, -1.43407, 0.44267)
C (1.76808, -1.67613, -0.37085)
C (1.87847, -0.77084, -1.69281)
C (0.62057, -0.87708, -2.52618)
C (-0.62197, -0.44040, -1.61856)
N (-0.65979, -1.35434, -0.43529)
O (-1.95348, -1.21068, 0.22747)
C (-0.62019, 1.06438, -1.26053)
C (-1.73880, -0.65165, -2.65990)
C (0.82855, -0.23852, 1.38833)
H (-0.14514, -2.79416, 2.19961)
H (1.41892, -3.10035, 1.75835)
H (0.18622, -3.57915, 0.70368)
H (2.61295, -1.37129, 0.24670)
H (1.85150, -2.71066, -0.70386)
H (2.80854, -1.02304, -2.20219)
H (2.11226, 0.26168, -1.43331)
H (0.47600, -1.86039, -2.97373)
H (0.63574, -0.28334, -3.44016)
H (-1.04013, 1.61595, -2.10168)
H (-1.30342, 1.26283, -0.43475)
H (0.33948, 1.54206, -1.06319)
H (-1.62697, -0.00815, -3.53254)
H (-1.84853, -1.64595, -3.09284)
H (-2.69825, -0.38444, -2.21699)
H (1.55046, -0.50585, 2.16000)
H (-0.09946, -0.01769, 1.91572)
H (1.13423, 0.72769, 0.98696)
H (-2.19121, -2.12736, 0.07005)
C (-4.84511, 3.38237, -3.17679)
C (-5.33115, 1.97577, -2.77830)
C (-4.51424, 1.59869, -1.52926)
C (-4.97466, 0.39017, -0.79403)
C (-6.48341, 0.51170, -0.58200)
C (-7.40370, 0.76918, -1.79834)
N (-6.79595, 1.89518, -2.54473)
O (-7.54214, 2.39433, -3.68898)
C (-7.44979, -0.53073, -2.70321)
C (-8.90178, 1.13871, -1.27450)
C (-4.88814, 1.11525, -3.91691)
H (-5.22849, 3.64748, -4.16210)
H (-3.76939, 3.35038, -3.34972)
H (-4.96796, 4.16096, -2.42392)
H (-3.46966, 1.44124, -1.79785)
H (-4.39859, 2.42732, -0.83061)
H (-4.50809, 0.37802, 0.19099)
H (-4.80881, -0.57759, -1.26735)
H (-6.60433, 1.39712, 0.04210)
H (-6.98335, -0.19386, 0.08159)
H (-8.25096, -1.18206, -2.35394)
H (-7.77620, -0.47947, -3.74192)
H (-6.58520, -1.19292, -2.74870)
H (-8.83596, 1.92739, -0.52499)
H (-9.58160, 1.56131, -2.01434)
H (-9.37517, 0.28124, -0.79623)
H (-3.83956, 1.28773, -4.15950)
H (-5.31905, 1.42267, -4.86976)
H (-5.13280, 0.05914, -3.80346)
H (-7.50978, 3.35302, -3.65071)
C (-0.49369, -3.22755, 7.46423)
C (0.57980, -2.45509, 8.20376)
C (1.89772, -3.27645, 8.41842)
C (2.76659, -3.38440, 7.16532)
C (3.02679, -1.94557, 6.59728)
C (1.77559, -1.09431, 6.40268)
N (0.88857, -1.18541, 7.51280)
O (-0.25925, -0.49487, 7.32242)
C (2.22098, 0.38906, 6.43081)
C (1.05225, -1.47281, 5.11141)
C (0.00909, -2.19764, 9.63009)
H (-0.10150, -4.06962, 6.89396)
H (-1.07214, -2.60398, 6.78257)
H (-1.26434, -3.62926, 8.12212)
H (2.49778, -2.88520, 9.23997)
H (1.64091, -4.31244, 8.63951)
H (2.33444, -4.05869, 6.42594)
H (3.72376, -3.75733, 7.52981)
H (3.65883, -1.89157, 5.71088)
H (3.66001, -1.42715, 7.31726)
H (3.24214, 0.56063, 6.09037)
H (1.61017, 0.93543, 5.71213)
H (2.12524, 0.92608, 7.37449)
H (1.83313, -1.58633, 4.35945)
H (0.61394, -2.46649, 5.20402)
H (0.18197, -0.85461, 4.89107)
H (0.64454, -1.61001, 10.29266)
H (-0.40539, -3.11702, 10.04367)
H (-0.93690, -1.66202, 9.55064)
H (-0.28563, 0.09948, 8.07584)
C (-6.03445, 1.99596, 5.73813)
C (-5.99735, 1.22832, 4.43440)
C (-5.32073, 2.13840, 3.31246)
C (-3.81861, 2.03576, 3.15233)
C (-3.40744, 0.58191, 3.18525)
C (-3.79818, -0.24920, 4.48708)
N (-5.26035, -0.06761, 4.66846)
O (-5.81313, -0.96998, 5.60216)
C (-3.35013, -1.70526, 4.14117)
C (-2.96401, 0.31194, 5.62073)
C (-7.36967, 0.87799, 3.88995)
H (-6.20594, 1.36978, 6.61368)
H (-6.79941, 2.77238, 5.72771)
H (-5.06040, 2.44006, 5.94334)
H (-5.90426, 2.04523, 2.39655)
H (-5.60311, 3.13943, 3.63848)
H (-3.25516, 2.54547, 3.93387)
H (-3.51167, 2.36231, 2.15872)
H (-2.33116, 0.58538, 3.01284)
H (-3.90789, 0.10800, 2.34082)
H (-2.27164, -1.68776, 3.98419)
H (-3.48381, -2.35643, 5.00500)
H (-3.83244, -2.25490, 3.33285)
H (-3.39335, -0.10868, 6.53004)
H (-1.96172, -0.11514, 5.65419)
H (-3.01459, 1.39621, 5.72021)
H (-7.38668, 0.30919, 2.96029)
H (-8.05818, 1.71434, 3.76922)
H (-7.98875, 0.32413, 4.59570)
H (-5.87906, -1.71145, 4.99596)
C (2.23071, 6.16974, 0.29835)
C (1.36957, 4.86605, 0.27304)
C (0.74794, 4.59011, 1.73385)
C (-0.45764, 5.42089, 1.99257)
C (-1.46463, 5.14427, 0.87917)
C (-0.96610, 5.49662, -0.56390)
N (0.32327, 4.84202, -0.77281)
O (0.79984, 4.98487, -2.06207)
C (-2.00818, 4.95314, -1.57721)
C (-0.83908, 7.03017, -0.62921)
C (2.27950, 3.73404, -0.06365)
H (2.38420, 6.59419, -0.69381)
H (3.18714, 6.07198, 0.81194)
H (1.66570, 6.90983, 0.86504)
H (0.47776, 3.53454, 1.70404)
H (1.43408, 4.74146, 2.56716)
H (-0.26530, 6.49306, 2.03201)
H (-0.80149, 5.24210, 3.01135)
H (-2.38566, 5.72472, 0.93281)
H (-1.82703, 4.11787, 0.93636)
H (-1.75431, 5.03142, -2.63434)
H (-2.12350, 3.87685, -1.44911)
H (-2.99900, 5.40289, -1.51324)
H (-0.25978, 7.46028, 0.18781)
H (-0.30998, 7.31951, -1.53720)
H (-1.85230, 7.43043, -0.66485)
H (1.88342, 2.73636, 0.12573)
H (3.16841, 3.80069, 0.56365)
H (2.70053, 3.72990, -1.06904)
H (0.32017, 4.31127, -2.54970)
C (-1.46402, -4.41817, -1.93789)
C (-2.67655, -5.23112, -1.41807)
C (-2.16816, -5.98617, -0.15776)
C (-3.34795, -6.62359, 0.65645)
C (-4.16824, -5.44417, 1.14766)
C (-4.71151, -4.46276, -0.05744)
N (-3.71762, -4.21987, -1.06183)
O (-4.10423, -3.36716, -2.02648)
C (-5.97324, -5.08234, -0.69270)
C (-5.04201, -3.12457, 0.62746)
C (-3.12619, -6.21012, -2.60696)
H (-1.14336, -3.78946, -1.10724)
H (-1.72872, -3.82675, -2.81440)
H (-0.65054, -5.10726, -2.16484)
H (-1.49731, -6.80752, -0.40966)
H (-1.60836, -5.25454, 0.42486)
H (-3.02768, -7.18135, 1.53647)
H (-3.89400, -7.35847, 0.06494)
H (-3.74208, -4.85002, 1.95603)
H (-4.98736, -5.97876, 1.62866)
H (-6.44255, -4.40309, -1.40437)
H (-5.68426, -5.98782, -1.22627)
H (-6.68823, -5.38202, 0.07351)
H (-5.42666, -2.40337, -0.09366)
H (-5.80291, -3.29683, 1.38868)
H (-4.14098, -2.68737, 1.05768)
H (-3.38451, -5.66635, -3.51563)
H (-4.04481, -6.77362, -2.44354)
H (-2.40777, -7.00505, -2.80709)
H (-4.70832, -3.83243, -2.60974)
C (3.88875, 1.95535, 2.75771)
O (4.32186, 0.64930, 2.57471)
C (5.71367, 0.49331, 3.04467)
C (6.12180, -0.94503, 2.63125)
N (5.30597, -1.93147, 3.42120)
C (5.67150, -3.28902, 3.07283)
C (4.69329, -4.33223, 3.51231)
O (3.49071, -4.20412, 2.74714)
C (2.55480, -5.17725, 3.00433)
H (4.49580, 2.59334, 2.11540)
H (4.05446, 2.17876, 3.81162)
H (2.80686, 2.01082, 2.63718)
H (5.77937, 0.73393, 4.10575)
H (6.36130, 1.17391, 2.49198)
H (7.19862, -1.03743, 2.77276)
H (5.99589, -1.02796, 1.55173)
H (4.31753, -1.77462, 3.28521)
H (6.55579, -3.37784, 3.70389)
H (6.00701, -3.32352, 2.03632)
H (4.55141, -4.35358, 4.59283)
H (5.19234, -5.28332, 3.32665)
H (2.32508, -5.24666, 4.06758)
H (2.92999, -6.17147, 2.76175)
H (1.63322, -5.01357, 2.44577)
C (1.47570, 2.06193, -4.86834)
O (1.42943, 3.49082, -4.70749)
C (2.35794, 4.32447, -5.42897)
C (1.96935, 5.79890, -5.38990)
N (2.36091, 6.44646, -4.09070)
C (1.83638, 7.79998, -4.15892)
C (2.32128, 8.64385, -3.00969)
O (2.03242, 10.03197, -3.21492)
C (0.61360, 10.28224, -3.10376)
H (2.26825, 1.65824, -4.23825)
H (1.54207, 1.63119, -5.86742)
H (0.59800, 1.56698, -4.45270)
H (2.31151, 4.07425, -6.48884)
H (3.40262, 4.19175, -5.14766)
H (0.89686, 5.86707, -5.57216)
H (2.53911, 6.27097, -6.19030)
H (1.83569, 6.01485, -3.34374)
H (0.74684, 7.81934, -4.18363)
H (2.11345, 8.30177, -5.08603)
H (3.40231, 8.60611, -2.87530)
H (1.97319, 8.35591, -2.01771)
H (0.45944, 11.35497, -2.98723)
H (0.06044, 9.76261, -2.32139)
H (0.11191, 10.13382, -4.05999)
C (-3.57339, -1.74271, -5.92614)
O (-3.40328, -3.00956, -6.43443)
C (-2.14153, -3.70917, -6.33449)
C (-0.94238, -2.95561, -6.92293)
N (-0.28825, -2.27652, -5.79489)
C (1.04403, -1.69113, -6.00269)
C (2.01674, -2.77704, -6.06144)
O (2.17308, -3.35676, -4.75623)
C (3.17434, -4.37767, -4.72494)
H (-3.00135, -1.01289, -6.49906)
H (-3.25819, -1.66571, -4.88555)
H (-4.60325, -1.39553, -6.00941)
H (-2.28242, -4.35114, -7.20405)
H (-2.02300, -4.29296, -5.42168)
H (-1.30917, -2.29574, -7.70916)
H (-0.33965, -3.68595, -7.46276)
H (-0.32307, -2.89825, -4.99969)
H (1.31710, -0.95477, -5.24685)
H (0.99244, -1.27439, -7.00855)
H (2.90878, -2.24397, -6.39037)
H (1.80814, -3.51204, -6.83884)
H (2.95086, -5.20387, -5.39989)
H (3.18881, -4.69467, -3.68216)
H (4.21259, -4.06322, -4.83101)